The following is a quantum chemistry calculation of 3 unconnected molecules or ions with the total composition C23H42B2N2O10 at a distorted geometry, from the Open Molecules 2025 dataset.

Each line ends with the Mulliken charge.
Geometry (Å):
C 2.6908 -1.9105 0.0453  -0.8712
B 2.1792 -1.3063 -1.3561  0.3046
O 3.0080 -1.0375 -2.4437  -0.4838
N 0.6550 -1.0680 -1.4459  0.0636
C -0.1378 -2.1801 -1.1976  -0.3182
C -1.5742 -2.0543 -1.2618  -0.6432
C -2.1849 -0.7410 -1.5753  0.1107
C -3.7248 -0.6742 -1.6107  0.9365
C -4.4179 -0.9014 -2.8869  -0.3607
C -5.8666 -0.8713 -2.8690  -0.5394
N -6.5147 -0.6322 -1.6874  0.5625
O -7.8878 -0.6514 -1.7204  -0.4546
B -8.2235 -2.0475 -1.3726  0.6029
O -8.3975 -3.0302 -2.3632  -0.4561
O -8.3293 -2.4315 -0.0347  -0.4337
C -5.9202 -0.3818 -0.4776  -0.2794
C -4.4628 -0.3914 -0.3837  -0.5437
C -1.3112 0.3971 -1.8147  -0.4150
C 0.1307 0.1585 -1.7315  -0.2923
H 2.4115 -3.0083 0.0051  0.3139
H 2.1028 -1.4723 0.9039  0.3056
H 3.7900 -1.7640 0.1996  0.3368
H 3.2555 -1.9031 -2.8258  0.3601
H 0.2876 -3.1753 -0.9377  0.3764
H -2.2185 -2.9492 -1.0788  0.4359
H -3.8486 -1.0954 -3.8290  0.5072
H -6.4065 -1.0486 -3.8248  0.4597
H -7.5360 -3.4634 -2.5194  0.3210
H -8.9729 -1.8751 0.4451  0.3406
H -6.5952 -0.1796 0.3903  0.4441
H -3.9769 -0.2221 0.5995  0.5158
H -1.7431 1.4006 -2.0470  0.3701
H 0.7976 1.0298 -1.9429  0.4319
C 7.6719 -3.2015 5.8233  -0.7759
O 7.7396 -3.7790 4.5339  -0.2697
C 6.4697 -4.2056 4.0657  -0.5901
C 6.4519 -4.2444 2.5469  -0.3928
O 6.2808 -2.9575 1.9512  -0.3742
C 7.4189 -2.0941 1.9921  -0.3695
C 8.5250 -2.5113 1.0372  -0.5885
O 9.2959 -3.5586 1.6056  -0.2627
C 9.9834 -4.3105 0.6241  -0.7747
H 7.3036 -3.9288 6.5530  0.3260
H 8.6760 -2.8904 6.1082  0.2391
H 7.0257 -2.3166 5.8135  0.3292
H 5.6811 -3.5329 4.4230  0.3368
H 6.2920 -5.2142 4.4596  0.4186
H 5.5770 -4.8232 2.2366  0.3886
H 7.3285 -4.7522 2.1425  0.1760
H 7.7855 -1.9745 3.0121  0.1540
H 7.0482 -1.1169 1.6697  0.3918
H 9.1967 -1.6615 0.8621  0.4379
H 8.0863 -2.8296 0.0841  0.3221
H 9.2721 -4.7877 -0.0592  0.3257
H 10.5490 -5.0915 1.1306  0.2408
H 10.6762 -3.6741 0.0624  0.3206
C -4.7296 2.4536 -1.8963  -0.7110
O -4.8120 3.8184 -1.5900  -0.3048
C -5.6229 4.0688 -0.4431  -0.4649
C -5.2284 5.3813 0.2118  -0.5469
O -4.0586 5.2779 1.0186  -0.4747
C -2.8184 5.1722 0.3233  -0.0872
C -2.3815 6.4727 -0.3292  -0.6423
O -3.0610 6.6541 -1.5638  -0.2639
C -3.0939 8.0144 -1.9617  -0.7898
H -5.7234 2.0483 -2.1257  0.3684
H -4.0877 2.3398 -2.7728  0.3947
H -4.2789 1.9040 -1.0648  0.1567
H -5.5221 3.2543 0.2853  0.2531
H -6.6645 4.1266 -0.7817  0.4314
H -6.0280 5.6645 0.9008  0.4364
H -5.1360 6.1875 -0.5171  0.2017
H -2.8350 4.3452 -0.3904  -0.1189
H -2.0822 4.9176 1.0906  0.4391
H -1.3061 6.4317 -0.5445  0.4297
H -2.5836 7.3083 0.3490  0.3704
H -3.6326 8.6153 -1.2221  0.3407
H -3.6276 8.0773 -2.9091  0.2403
H -2.0791 8.4037 -2.0961  0.3239

Cartesian forces, eV/Å:
-0.842 0.247 -0.541
2.420 -0.256 0.678
-2.114 -0.899 0.956
-1.229 -0.024 -0.203
-2.644 1.080 -0.204
1.013 1.650 -0.404
1.654 -0.776 0.312
-0.817 0.168 -0.202
-1.067 0.495 2.388
2.699 0.003 -0.076
0.984 0.098 -0.056
0.090 -0.686 0.173
-1.136 -2.244 0.535
1.629 1.741 1.045
-0.590 1.338 -1.633
2.171 -0.066 -0.175
-1.723 -0.790 -2.174
0.487 -2.249 0.593
-2.282 0.414 -0.451
0.611 0.904 0.293
0.673 -0.482 -0.762
-1.008 -0.389 -0.119
0.551 0.616 -0.055
0.067 1.197 -0.319
0.742 0.957 -0.173
-0.740 0.211 0.993
-0.118 0.252 1.230
-0.739 -0.265 -0.252
0.589 -0.195 0.206
0.656 -0.274 -1.064
-0.390 -0.083 -0.926
0.693 -0.971 0.244
-0.290 -1.174 0.298
0.103 -0.123 -0.135
-0.149 0.297 -0.073
0.558 -0.182 -0.069
-0.256 0.027 0.073
0.066 -0.018 0.014
-0.095 0.085 -0.266
0.320 -0.079 0.545
-0.242 -0.170 -0.155
0.019 0.107 0.183
-0.059 0.077 0.096
-0.016 -0.089 -0.066
-0.080 -0.033 0.098
-0.040 -0.002 -0.026
-0.250 -0.011 -0.036
-0.031 0.084 0.032
0.126 0.089 0.196
0.168 -0.180 -0.052
-0.038 -0.064 -0.056
-0.141 0.125 -0.167
-0.041 0.030 -0.025
0.049 0.041 -0.122
-0.018 0.103 0.045
-0.023 -0.083 -0.088
0.080 0.790 -0.030
0.230 -0.411 0.000
-0.045 0.417 -0.316
0.032 -0.021 0.311
-0.037 -0.214 -0.287
0.051 0.279 0.345
-0.057 -0.283 -0.531
-0.199 0.015 0.167
0.023 -0.107 -0.053
-0.040 -0.197 0.010
-0.081 0.070 -0.071
-0.054 0.055 0.079
0.048 0.004 0.049
-0.078 -0.041 0.168
0.052 -0.085 0.018
0.038 -0.186 -0.185
-0.038 0.142 -0.213
-0.079 0.090 0.055
0.088 0.062 0.233
0.028 -0.045 0.065
0.104 0.083 0.016
0.063 -0.091 0.031
-0.061 0.093 0.037

Values from the calculation:
**E_tot**: -1812.576984 a.u.
**Net charge**: +2

---

The following is a quantum chemistry calculation of a molecular structure, C23H42BN4OOsSi4Te, from the Open Molecules 2025 dataset.

Each line ends with the Mulliken charge.
Geometry (Å):
Os -0.4113 0.4744 -2.7871  1.0123
C 3.4460 -0.1627 -3.7205  -2.4702
C 2.4702 -0.5163 -2.5889  3.0049
C 3.2310 -0.4294 -1.2556  -1.3436
C 1.4077 0.5696 -2.5879  -1.0332
C 1.8825 -1.9135 -2.7449  -0.5944
C 1.0749 -2.4296 -1.7315  0.7974
C 0.5010 -3.6843 -1.8375  -1.2749
C 0.7280 -4.4613 -2.9654  -0.5931
C 1.5315 -3.9657 -3.9777  -0.9075
C 2.1037 -2.7038 -3.8672  -0.2620
H 3.8778 0.8215 -3.5353  0.4976
H 2.9488 -0.1323 -4.6912  0.4639
H 4.2609 -0.8885 -3.7712  0.4716
H 3.7427 0.5313 -1.1659  0.5830
H 3.9698 -1.2310 -1.1863  0.3426
H 2.5405 -0.5256 -0.4207  -0.2245
H 1.8670 1.5713 -2.6085  0.3161
H 0.8575 -1.8276 -0.8594  0.1817
H -0.1391 -4.0424 -1.0405  0.4526
H 0.2731 -5.4394 -3.0572  0.3934
H 1.7073 -4.5542 -4.8697  0.3657
H 2.7143 -2.3375 -4.6807  0.3956
C 1.1791 3.0002 0.8702  -0.5641
Si -0.2636 2.5086 1.9456  0.0134
C -1.8085 3.4496 1.4682  -1.0064
C 0.1539 2.9143 3.7421  -0.9748
Si -0.6692 0.2179 1.7146  0.1368
Te -1.6622 -0.1988 -0.5434  -0.4730
Si -2.5724 -0.4420 2.9372  0.2596
C -2.6847 -2.3180 2.8744  -1.0135
C -4.1318 0.2832 2.1855  -1.0591
C -2.5515 0.1054 4.7374  -1.0382
Si 1.1602 -0.9324 2.6314  0.6946
C 2.7587 0.0440 2.4624  -0.9870
C 1.3877 -2.7015 2.0410  -1.1301
C 0.8541 -1.0353 4.4886  -1.2767
H 1.2787 4.0877 0.8493  0.4233
H 1.0366 2.6666 -0.1565  -0.1703
H 2.1125 2.5711 1.2424  0.3415
H -1.6022 4.5222 1.4510  0.3948
H -2.6201 3.2629 2.1756  0.2858
H -2.1489 3.1576 0.4735  0.2954
H 0.3856 3.9790 3.8338  0.4174
H 1.0205 2.3542 4.0990  0.2153
H -0.6822 2.6927 4.4082  0.2339
H -2.6526 -2.6653 1.8397  0.2828
H -3.6173 -2.6672 3.3255  0.3974
H -1.8534 -2.7838 3.4090  0.2416
H -4.1795 0.1471 1.1055  0.3025
H -4.1982 1.3546 2.3825  0.2572
H -5.0069 -0.2008 2.6297  0.3613
H -1.7462 -0.3427 5.3154  0.3182
H -3.5022 -0.1832 5.1960  0.3860
H -2.4612 1.1902 4.8190  0.2526
H 2.9867 0.3434 1.4427  0.0906
H 3.5920 -0.5581 2.8375  0.4003
H 2.7062 0.9543 3.0632  0.3210
H 1.9372 -2.7742 1.1009  0.3363
H 0.4295 -3.2050 1.8996  0.2663
H 1.9483 -3.2478 2.8056  0.4670
H 0.5696 -0.0757 4.9222  0.3216
H 1.7761 -1.3682 4.9744  0.4283
H 0.0710 -1.7583 4.7227  0.2611
B -0.6061 5.1546 -1.8872  0.4046
C -0.5370 3.5899 -2.1746  -0.0325
N -0.4869 2.4550 -2.3833  -0.4361
H -0.8494 5.2851 -0.7046  -0.1962
H 0.4770 5.6235 -2.1720  -0.1811
H -1.4926 5.6090 -2.5788  -0.1615
O -0.8477 -1.1859 -4.0246  -0.4726
N -1.9939 -0.5813 -4.0461  0.1050
C -2.8425 -0.8376 -4.9937  0.6856
C -2.5714 -1.8280 -5.9983  0.1342
N -2.3683 -2.6218 -6.8039  -0.4708
C -4.0955 -0.1455 -4.9997  -0.2048
N -5.1007 0.4111 -5.0055  -0.4591

Cartesian forces, eV/Å:
-0.279 0.514 0.079
0.011 -0.042 -0.008
0.106 0.042 0.095
-0.002 0.001 0.002
0.133 -0.197 0.060
-0.036 -0.003 0.055
0.060 -0.006 -0.022
0.002 0.016 0.009
-0.011 -0.012 0.017
0.015 0.008 -0.025
-0.026 0.011 -0.001
-0.001 0.010 0.000
-0.014 -0.003 0.006
0.002 0.001 0.010
-0.026 0.023 0.018
0.026 0.021 -0.005
0.000 -0.028 0.047
0.051 -0.007 -0.040
0.012 -0.027 -0.008
-0.008 -0.014 -0.004
-0.002 -0.004 -0.004
-0.002 -0.002 0.002
0.000 -0.008 -0.013
0.168 0.031 -0.010
-0.168 0.008 0.066
0.001 0.006 0.047
0.025 0.003 0.002
-0.058 0.272 0.079
0.331 -0.290 -0.237
0.056 0.035 -0.102
-0.002 -0.029 0.021
-0.060 -0.021 0.018
-0.062 0.031 0.021
-0.075 -0.022 -0.076
0.065 -0.047 0.023
0.072 -0.011 -0.034
-0.008 -0.039 0.013
0.008 0.030 -0.021
-0.037 -0.034 -0.075
-0.009 0.026 0.005
-0.033 -0.015 -0.032
0.000 -0.022 0.027
0.011 0.034 -0.017
-0.004 0.012 0.016
0.028 -0.007 0.001
-0.011 0.006 0.003
-0.016 -0.005 -0.014
0.000 -0.019 0.007
0.008 -0.008 0.006
-0.005 -0.027 -0.005
0.007 0.020 0.001
-0.015 0.028 0.018
0.036 -0.036 0.021
0.007 0.006 0.032
-0.015 0.013 -0.012
0.019 -0.022 -0.055
0.018 0.021 0.001
-0.011 -0.001 0.035
-0.004 0.032 -0.016
-0.031 0.017 0.023
0.021 -0.048 -0.043
0.018 0.036 -0.005
-0.004 -0.006 0.029
-0.021 -0.014 0.023
0.008 -0.166 0.002
-0.019 0.146 -0.034
-0.080 -0.230 0.242
0.026 0.020 -0.046
0.013 -0.015 -0.013
0.008 0.005 -0.004
-0.088 -0.096 0.113
-0.129 0.380 -0.369
-0.028 -0.346 -0.019
-0.027 0.014 0.047
0.004 0.025 -0.004
0.060 0.072 0.095
-0.004 -0.049 -0.059

Values from the calculation:
**E_tot**: -2737.426131 a.u.
**Net charge**: -1

---

The following is a quantum chemistry calculation of a molecular structure, C23H42Cl3N4O3SiY at a distorted geometry, from the Open Molecules 2025 dataset.

Each line ends with the Mulliken charge.
Geometry (Å):
C -0.7971 -2.5724 -3.5237  -0.6701
C 0.3462 -3.3703 -3.0012  0.2731
H -0.5163 -2.0458 -4.4472  0.3390
H -1.1096 -1.8158 -2.7861  -0.4285
H -1.6619 -3.2078 -3.7684  0.3054
C 1.1110 -4.1284 -3.8192  0.0012
C 0.9139 -4.2019 -5.2972  -1.4070
H 1.8961 -4.7765 -3.4201  0.3506
H 0.8289 -3.1960 -5.7390  0.2946
H 0.0070 -4.7665 -5.5701  0.3000
H 1.7716 -4.7119 -5.7639  0.3717
Y -2.1864 1.2489 0.8127  1.0567
Cl -4.7130 1.1534 0.8344  -0.6100
Cl -1.8060 -1.2079 1.7966  -0.5006
C -1.0148 0.7319 3.7312  -0.0282
O -0.9983 1.6284 2.8419  -0.7329
N 0.0438 0.3039 4.4200  0.2208
C 1.3287 0.9811 4.2533  -0.7824
C 0.0310 -1.0184 5.0467  -0.7515
H -1.9425 0.1833 3.9290  0.5567
H 1.1518 2.0616 4.1877  0.2797
H 1.8274 0.6603 3.3233  0.1273
H 1.9517 0.7498 5.1237  0.3589
H -1.0067 -1.2345 5.3105  0.3026
H 0.6551 -0.9977 5.9471  0.3215
H 0.3840 -1.8021 4.3601  0.2421
H -2.1686 4.5337 -3.5638  0.3303
H -0.1993 1.9066 -2.9526  0.2703
C -1.1554 4.8457 -3.2600  -0.8766
C 0.3379 2.8668 -2.8485  -0.8197
N -0.5637 3.9010 -2.3305  0.1820
H -1.2349 5.8131 -2.7505  0.3303
C -1.0664 3.8220 -1.0976  0.1133
O -0.9617 2.8054 -0.3733  -0.4133
H 1.1747 2.7300 -2.1569  0.2697
H -1.5899 4.7338 -0.7407  0.1708
H -0.5360 4.9232 -4.1541  0.2769
H 0.7116 3.2215 -3.8113  0.3805
O 0.8175 -1.8631 -1.1918  0.0615
C 0.6225 -3.2541 -1.5004  0.2581
C 3.0683 -3.9919 -1.4450  -0.1319
C 1.7490 -4.1515 -0.9981  0.0004
H 3.2877 -3.2486 -2.2186  0.7064
C 4.0827 -4.8005 -0.9050  -0.8848
H -0.3276 -3.5289 -1.0005  0.2551
C 1.4423 -5.1655 -0.0833  -0.2434
H 5.1204 -4.6295 -1.2170  0.3719
C 3.7738 -5.8007 0.0149  -0.4537
C 2.4500 -5.9875 0.4203  -0.5976
H 0.3976 -5.2938 0.2159  0.3573
H 4.5594 -6.4368 0.4225  0.3773
H 2.2053 -6.7625 1.1469  0.3826
Si 1.7408 -1.0346 -0.0699  0.3107
Cl -1.6187 0.1055 -1.5632  -0.5966
C 3.5018 -0.8541 -0.6857  -1.2181
C 1.6850 -2.0190 1.5319  -0.7294
C 1.0692 0.6438 0.2954  0.7410
H 4.1276 -1.7414 -0.4995  0.3648
H 3.9627 -0.0090 -0.1460  0.3976
H 3.5603 -0.6288 -1.7647  0.2957
H 0.5963 1.0537 -0.5978  -0.5800
H 1.8116 1.3441 0.6946  0.3945
H 0.2984 0.5008 1.0665  -0.7613
H 2.1236 -3.0230 1.4326  0.3423
H 0.6325 -2.1425 1.8443  -0.0121
H 2.2247 -1.4903 2.3323  0.4566
C -3.5896 6.4309 3.1729  -0.8037
N -4.2007 5.5954 2.1362  0.0195
C -5.6105 5.8177 1.8025  -0.7694
C -3.5793 4.5092 1.7425  0.2177
N -3.0002 3.5315 1.4300  -0.3291
H -4.3027 7.2256 3.3776  0.2960
H -2.6409 6.8452 2.8116  0.2846
H -3.3933 5.8540 4.0842  0.3234
H -5.7413 5.9429 0.7177  0.2864
H -6.2430 4.9761 2.1249  0.3301
H -5.9071 6.7296 2.3256  0.2747

Cartesian forces, eV/Å:
-0.346 0.618 0.089
1.382 -0.749 -0.357
-0.106 -0.089 0.182
0.074 -0.429 -0.441
0.197 0.073 0.082
-0.516 0.211 0.879
0.077 -0.121 -0.508
-0.274 0.366 -0.019
-0.025 -0.334 0.058
0.207 0.195 0.047
-0.328 0.198 0.057
0.093 -1.012 -0.611
-0.045 -0.070 -0.026
-0.212 0.209 -0.159
-0.079 -0.298 -0.689
0.066 -0.287 1.003
0.119 0.501 -0.379
-0.058 0.015 -0.350
-0.334 0.187 0.046
0.212 0.169 0.209
0.093 -0.305 0.044
-0.089 0.048 0.376
-0.082 0.086 -0.250
0.189 -0.167 0.075
-0.200 -0.018 -0.172
-0.028 0.347 0.102
0.380 0.017 0.036
0.293 0.349 -0.004
-0.388 0.389 0.149
-0.394 -0.455 0.057
0.010 -0.161 0.418
0.011 -0.017 -0.358
0.042 -1.058 0.325
0.362 1.738 -0.622
-0.180 0.024 -0.097
-0.014 -0.440 -0.212
-0.029 0.147 0.225
-0.005 -0.177 0.158
0.600 0.193 -0.062
-0.359 0.181 0.024
0.028 -0.319 0.456
-0.257 -0.034 -0.168
-0.030 -0.233 0.452
-0.134 0.363 -0.369
0.434 -0.085 0.037
0.222 0.113 -0.181
-0.429 -0.188 0.104
-0.159 0.091 0.089
-0.023 0.071 -0.049
0.397 0.020 0.026
-0.161 0.180 -0.099
0.067 0.145 -0.206
-0.089 -1.666 -0.097
-0.721 0.637 0.514
0.514 0.217 -0.035
0.073 -0.142 0.215
-0.376 0.214 -0.085
-0.296 0.281 -0.023
-0.031 -0.207 -0.180
-0.109 -0.044 0.350
0.138 0.068 0.174
-0.024 -0.135 -0.090
0.233 0.041 -0.121
-0.017 0.332 0.026
0.391 0.121 -0.153
-0.066 -0.103 -0.082
0.381 -0.250 -0.052
-0.145 0.206 0.009
-0.272 -0.388 -0.281
1.344 -2.289 -0.486
-1.256 2.554 0.748
0.282 0.064 0.136
-0.236 0.029 0.120
-0.111 0.147 -0.104
0.057 0.046 0.355
0.210 0.296 -0.014
-0.140 -0.227 -0.258

Values from the calculation:
**E_tot**: -3055.020123 a.u.